{"formula": "C28H43F3O38S9", "method": "ωB97M-V/def2-TZVPD", "species": ["O", "C", "C", "C", "C", "O", "C", "C", "C", "C", "F", "C", "F", "F", "C", "H", "H", "H", "H", "H", "H", "H", "O", "S", "O", "O", "C", "C", "O", "H", "H", "H", "H", "O", "S", "O", "O", "C", "C", "O", "H", "H", "H", "H", "O", "S", "O", "O", "C", "C", "O", "H", "H", "H", "H", "O", "S", "O", "O", "C", "C", "O", "H", "H", "H", "H", "O", "S", "O", "O", "C", "C", "O", "H", "H", "H", "H", "O", "S", "O", "O", "C", "C", "O", "H", "H", "H", "H", "O", "S", "O", "O", "C", "C", "O", "H", "H", "H", "H", "O", "S", "O", "O", "C", "C", "O", "H", "H", "H", "H", "O", "S", "O", "O", "C", "C", "O", "H", "H", "H", "H"], "positions_angstrom": [[1.691, -3.469, -0.865], [1.566, -2.786, -1.900], [2.839, -2.236, -2.725], [2.737, -0.869, -3.177], [1.376, -0.085, -2.813], [1.352, 1.097, -2.401], [0.043, -0.980, -2.977], [-1.265, -0.372, -3.648], [-2.456, -0.083, -2.616], [-3.163, -1.422, -2.112], [-2.931, -1.924, -0.794], [-4.059, -2.114, -2.958], [-4.839, -3.189, -2.447], [-4.230, -1.817, -4.322], [0.147, -2.325, -2.510], [3.750, -2.885, -2.966], [3.555, -0.358, -3.808], [-1.660, -1.129, -4.420], [-0.966, 0.617, -4.157], [-2.148, 0.593, -1.752], [-3.257, 0.497, -3.206], [-0.738, -3.056, -2.566], [5.788, -3.009, -6.545], [6.085, -2.033, -5.542], [5.318, -0.834, -5.371], [7.653, -1.642, -5.671], [8.318, -1.916, -4.435], [7.541, -3.059, -3.805], [6.170, -2.785, -4.107], [8.270, -1.016, -3.816], [9.362, -2.177, -4.614], [7.691, -3.121, -2.734], [7.803, -4.016, -4.264], [-8.138, -2.424, 2.997], [-8.334, -3.224, 1.823], [-9.630, -3.618, 1.363], [-7.402, -4.544, 1.948], [-6.502, -4.601, 0.838], [-6.275, -3.156, 0.431], [-7.546, -2.521, 0.592], [-6.985, -5.166, 0.037], [-5.574, -5.097, 1.123], [-5.926, -3.063, -0.597], [-5.564, -2.664, 1.101], [-4.610, 0.555, 1.107], [-5.148, 1.431, 2.106], [-4.518, 2.660, 2.482], [-5.428, 0.561, 3.445], [-6.812, 0.649, 3.794], [-7.543, 0.872, 2.480], [-6.695, 1.742, 1.728], [-6.940, 1.501, 4.468], [-7.136, -0.262, 4.297], [-8.526, 1.321, 2.623], [-7.648, -0.063, 1.923], [5.814, -4.621, -0.442], [7.237, -4.723, -0.548], [7.915, -4.856, -1.804], [7.735, -5.909, 0.439], [8.666, -5.384, 1.388], [8.278, -3.925, 1.565], [7.899, -3.482, 0.261], [9.671, -5.478, 0.968], [8.611, -5.942, 2.323], [9.098, -3.321, 1.953], [7.409, -3.823, 2.222], [-1.980, 2.310, -1.416], [-1.663, 3.260, -0.388], [-2.420, 4.457, -0.177], [-0.100, 3.657, -0.530], [0.584, 3.345, 0.686], [-0.181, 2.182, 1.290], [-1.556, 2.464, 1.018], [0.545, 4.224, 1.335], [1.625, 3.092, 0.483], [-0.012, 2.085, 2.362], [0.075, 1.240, 0.796], [-4.012, -7.118, 0.388], [-3.665, -7.054, 1.776], [-4.503, -7.578, 2.811], [-3.300, -5.515, 2.135], [-1.965, -5.444, 2.641], [-1.228, -6.605, 1.992], [-2.177, -7.673, 1.958], [-2.006, -5.560, 3.728], [-1.515, -4.481, 2.396], [-0.339, -6.897, 2.550], [-0.949, -6.368, 0.961], [5.192, 3.122, 4.149], [4.317, 3.334, 3.035], [2.935, 2.962, 3.052], [5.011, 2.691, 1.716], [5.183, 3.704, 0.724], [5.336, 5.003, 1.500], [4.425, 4.890, 2.593], [4.288, 3.722, 0.096], [6.055, 3.488, 0.106], [5.103, 5.879, 0.894], [6.345, 5.102, 1.909], [1.666, 5.340, 3.442], [1.126, 6.216, 4.438], [1.755, 7.445, 4.814], [0.845, 5.346, 5.777], [-0.538, 5.433, 6.124], [-1.269, 5.656, 4.809], [-0.421, 6.526, 4.058], [-0.668, 6.285, 6.797], [-0.863, 4.521, 6.627], [-2.252, 6.104, 4.950], [-1.373, 4.721, 4.251], [-2.546, 6.937, -6.214], [-1.818, 6.229, -5.204], [-0.452, 5.833, -5.366], [-2.686, 4.929, -4.771], [-2.966, 4.985, -3.371], [-2.994, 6.465, -3.025], [-1.952, 7.047, -3.809], [-2.161, 4.472, -2.842], [-3.914, 4.493, -3.152], [-2.825, 6.647, -1.964], [-3.941, 6.923, -3.326]], "mulliken_charge": [-0.5923, 0.0477, -0.1566, -0.2270, 0.1110, -0.5211, 0.4220, -0.7184, 0.1921, 0.3092, -0.2875, 0.1359, -0.1938, -0.2340, -0.1619, 0.3860, 0.3403, 0.4156, 0.2925, -0.0606, 0.3519, 0.3434, -0.5673, 1.0825, -0.5354, -0.3198, -0.3776, 0.0265, -0.1998, 0.2994, 0.3297, 0.0412, 0.2290, -0.5156, 1.1069, -0.5787, -0.3071, 0.3557, -0.0414, -0.3316, 0.3677, -0.3442, -0.0110, 0.3183, -0.3189, 1.1009, -0.6045, -0.3689, -0.3591, -0.0026, -0.3613, 0.3128, 0.3034, 0.3187, 0.0007, -0.5164, 1.1337, -0.5604, -0.3044, -0.3713, -0.3356, -0.2811, 0.2855, 0.3163, 0.3029, 0.3040, -0.2969, 0.8343, -0.5618, -0.1863, -0.2046, -0.4269, -0.2244, 0.2237, 0.0935, 0.3987, 0.2259, -0.5331, 1.1260, -0.5453, -0.2650, -0.3583, -0.3291, -0.3053, 0.2620, 0.3397, 0.3108, 0.2774, -0.5970, 1.0590, -0.3797, -0.2885, -0.2833, -0.3335, -0.2770, 0.2045, 0.3128, 0.3439, 0.2709, -0.2729, 0.9393, -0.5873, -0.3149, -0.3551, -0.1632, -0.3116, 0.2889, 0.3251, 0.3310, 0.1284, -0.5411, 1.0812, -0.5310, -0.3385, 0.0897, -0.3046, -0.3394, -0.1984, 0.3740, 0.2920, 0.3053], "e_tot_ev": -213193.6631, "smiles": "O=C1C=CC(=O)C(CCC(F)=C(F)F)=C1.O=S1(=O)OCCO1.O=S1(=O)OCCO1.O=S1(=O)OCCO1.O=S1(=O)OCCO1.O=S1(=O)OCCO1.O=S1(=O)OCCO1.O=S1(=O)OCCO1.O=S1(=O)OCCO1.O=S1(=O)OCCO1", "e_lumo_ev": -0.852, "homo_ev": -9.569, "gap_ev": 8.717}

{"formula": "C10H12N2", "method": "ωB97M-V/def2-TZVPD", "species": ["C", "C", "C", "C", "N", "N", "C", "C", "C", "C", "C", "C", "H", "H", "H", "H", "H", "H", "H", "H", "H", "H", "H", "H"], "positions_angstrom": [[1.758, -1.631, 1.498], [0.471, -0.817, 1.156], [0.176, 0.424, 1.940], [-1.032, 0.948, 1.459], [-1.892, 1.294, 2.444], [-1.436, 0.921, 0.216], [-0.583, 0.327, -0.660], [-0.630, 0.736, -2.077], [-0.056, 0.050, -3.092], [1.083, -0.693, -2.672], [1.403, -0.855, -1.301], [0.466, -0.518, -0.302], [2.695, -1.072, 1.557], [1.455, -1.883, 2.602], [1.729, -2.511, 0.930], [-0.372, -1.526, 1.268], [0.976, 1.130, 2.049], [0.015, 0.141, 2.985], [-1.578, 1.806, 3.202], [-2.769, 1.623, 2.020], [-1.351, 1.485, -2.355], [-0.032, 0.206, -4.173], [1.903, -1.184, -3.322], [2.291, -1.558, -1.078]], "mulliken_charge": [-1.7131, 0.8993, -0.8809, 0.6420, -0.4417, -0.7857, 0.0994, -0.3978, -0.7659, -0.1471, -0.6129, 0.4767, 0.2915, 0.3886, 0.5388, 0.1597, 0.2897, 0.3116, 0.2335, 0.2924, 0.3783, 0.3404, 0.2450, 0.1581], "e_tot_ev": -13543.5176, "smiles": "C[C@H]1CC(N)=Nc2ccccc21", "e_above_lowest_ev": 1.284, "e_lumo_ev": 0.836, "homo_ev": -7.592, "gap_ev": 8.429}